[1]
18
Properties=species:S:1:pos:R:3:forces:R:3:mulliken_charge:R:1 method="wB97M-V/def2-TZVPD" total_charge=+1 smiles="C=CNC[N+](=C)C" total_energy_ha=-306.28066 lumo_energy_ev="-4.62 / -4.62" molar_mass_g_mol=99.157
C 1.803979 1.242749 0.243827 2.180 -0.522 -0.168 -1.05
C 2.190959 -0.056622 0.174070 -3.256 2.535 -1.105 -0.01
N 1.363372 -1.066003 -0.314556 -0.021 -0.650 0.707 -0.11
C 0.057508 -0.918635 -0.734068 -2.000 1.329 -1.380 -0.61
N -1.055569 -0.351150 0.188173 1.776 2.455 3.773 0.09
C -0.738948 0.314527 1.289495 0.650 -0.567 0.973 -0.20
C -2.351634 0.012423 -0.447698 2.204 -0.386 1.331 -1.00
H 2.454770 2.113608 0.439379 -0.024 -1.089 0.315 0.27
H 0.930671 1.570954 -0.225357 -1.637 0.191 -0.523 0.34
H 3.108621 -0.407352 0.411878 2.803 -0.814 0.977 0.46
H 1.716497 -2.020763 -0.242933 -0.328 0.568 0.036 0.27
H -0.410210 -1.806178 -1.094926 0.277 -1.044 -0.153 0.39
H -0.160671 -0.177512 -1.561799 1.085 -0.482 0.511 0.39
H -1.474146 1.081073 1.746639 0.987 -1.534 -0.951 0.26
H 0.273439 0.197389 1.944280 -2.551 -0.075 -2.263 0.33
H -2.556198 -0.770559 -1.078555 -1.309 -2.035 -1.185 0.35
H -3.037501 0.237635 0.328756 -0.822 0.019 0.286 0.35
H -2.114942 0.804409 -1.066613 -0.014 2.102 -1.182 0.47

[2]
18
Properties=species:S:1:pos:R:3:forces:R:3:mulliken_charge:R:1 method="wB97M-V/def2-TZVPD" total_charge=+1 total_energy_ha=-306.16005 lumo_energy_ev=-5.09 molar_mass_g_mol=99.157
C -0.819064 -0.067852 -0.367059 1.237 0.846 0.708 0.12
C 0.049610 0.026885 -1.225972 -2.551 0.434 -0.525 -0.60
C -3.087396 -0.380289 -0.055622 0.892 -2.596 3.286 -1.30
C 2.644750 1.192306 0.370209 0.862 0.344 -1.876 -0.52
C -1.720494 -0.167222 0.769567 -0.147 -2.273 -2.538 -0.29
N 2.077448 -0.990376 -0.141576 -0.924 3.395 -1.701 0.01
N 2.575179 -0.223292 0.647888 1.467 -0.497 2.268 -0.14
H 2.226090 -1.941333 -0.107779 0.469 -2.881 1.010 0.24
H 0.246889 0.139609 -2.264981 0.158 0.082 -0.437 0.51
H -3.160705 -1.375116 -0.405255 0.255 -0.882 -1.198 0.38
H -3.258431 0.361413 -0.748059 -0.166 1.552 -1.513 0.41
H -3.844273 -0.414488 0.691765 -0.899 0.613 0.597 0.40
H 2.354713 1.292352 -0.769894 1.194 0.574 2.228 0.31
H 3.736625 1.427596 0.763028 -2.010 -0.262 -1.522 0.28
H 2.032423 1.891598 0.949647 -0.295 -0.733 0.234 0.29
H -2.017849 0.712083 1.210276 0.672 2.364 1.408 0.26
H -1.297204 -0.928311 1.495064 -1.234 0.599 -0.833 0.33
H 1.261682 -0.555557 -0.811254 1.019 -0.679 0.404 0.31

[3]
18
Properties=species:S:1:pos:R:3:forces:R:3:mulliken_charge:R:1 method="wB97M-V/def2-TZVPD" total_charge=+1 smiles="C=N/C=C/CC[NH3+]" total_energy_ha=-306.31517 lumo_energy_ev=-3.53 molar_mass_g_mol=99.157
C 0.181356 3.396655 0.230917 1.558 -0.306 -0.944 -0.20
N 0.596166 2.202703 0.051716 -1.109 0.381 1.115 -0.42
C -0.265053 1.130212 0.317514 -0.040 -0.526 -0.832 -0.07
C -0.439721 0.058140 -0.457996 -0.041 -0.600 0.132 -0.56
C -1.095950 -1.207691 0.039123 -1.057 0.842 0.440 -0.74
C -0.304150 -2.459739 -0.308084 -0.006 0.529 0.277 -0.55
N 1.141395 -2.150008 0.029310 1.546 -0.045 -0.185 -0.36
H -0.835877 3.767117 0.203628 -0.365 -0.285 0.524 0.27
H 0.995157 4.113789 0.272256 -0.283 0.441 -0.193 0.26
H -0.783766 1.116375 1.272524 0.312 0.166 0.221 0.36
H -0.104237 -0.025611 -1.486648 0.330 0.455 -0.050 0.47
H -2.138198 -1.254336 -0.275454 0.045 -0.499 -0.763 0.42
H -1.295026 -1.163148 1.125566 0.717 -0.036 -0.141 0.36
H -0.673709 -3.266606 0.311263 0.385 -0.358 0.040 0.34
H -0.275226 -2.773139 -1.351962 -0.301 0.218 0.042 0.33
H 1.300238 -1.591997 0.874476 -0.516 -0.224 0.205 0.34
H 1.609091 -1.574831 -0.679942 -0.669 0.273 -0.243 0.38
H 1.787389 -2.944008 0.054587 -0.506 -0.425 0.356 0.36

[4]
18
Properties=species:S:1:pos:R:3:forces:R:3:mulliken_charge:R:1 method="wB97M-V/def2-TZVPD" total_charge=+1 total_energy_ha=-306.19341 lumo_energy_ev=-5.31 molar_mass_g_mol=99.157
C -0.786621 1.264179 0.850946 1.616 1.680 -0.520 -0.58
C -0.246016 -0.176120 1.239695 -2.312 2.532 1.342 -0.55
C 0.230664 -0.957170 0.084974 5.500 -4.671 -0.335 0.48
C 0.793930 -2.198313 0.235857 -2.679 1.827 3.847 -0.88
C -0.109858 -0.649070 -2.180868 -4.651 -2.080 -1.231 -0.19
N 0.554068 -0.297619 -1.182260 -1.628 2.505 1.119 -0.14
N 0.418273 1.915682 -0.083658 1.136 1.522 2.820 -0.67
H -0.846485 1.890779 1.793345 -0.159 -0.701 -1.320 0.33
H -1.745161 1.360168 0.262071 1.179 -0.465 0.645 0.30
H 0.312834 -0.059310 2.233970 0.316 -0.363 -1.968 0.32
H -1.152306 -0.673467 1.636542 0.213 -0.001 -0.393 0.35
H 0.727608 -2.506753 1.334834 0.044 -0.161 -1.702 0.23
H 1.035716 -2.971740 -0.436817 0.769 -0.166 -1.084 0.35
H -1.166999 -0.132229 -2.543538 3.591 0.202 -0.572 0.27
H -0.222343 -1.749312 -2.373940 0.140 0.713 0.180 0.27
H 1.192690 2.264764 0.607585 -1.590 -1.478 -1.394 0.30
H 0.378836 2.799034 -0.639768 -1.398 -0.880 0.518 0.30
H 0.631164 0.876495 -0.838967 -0.087 -0.012 0.047 0.49

[5]
18
Properties=species:S:1:pos:R:3:forces:R:3:mulliken_charge:R:1 method="wB97M-V/def2-TZVPD" total_charge=+1 total_energy_ha=-306.28461 lumo_energy_ev=-4.09 molar_mass_g_mol=99.157
C 1.011240 -0.475719 0.172415 -3.914 4.374 -1.247 0.45
C -0.956093 -0.501882 0.475667 -3.242 2.526 3.522 0.20
C 2.352159 -0.237877 -0.304595 2.744 2.535 0.693 -1.07
C -2.005566 -0.976894 -0.483438 -0.794 -2.036 1.028 -1.25
C -0.191439 1.962927 0.086741 -2.567 -0.234 0.190 -1.02
N -0.116552 0.570118 -0.040065 4.331 -6.254 -0.976 -0.06
N 0.162453 -1.356433 0.676758 2.918 -0.141 -0.738 -0.14
H -1.274161 -0.049406 1.503851 -0.259 -1.433 -1.492 0.43
H 2.890215 -0.924975 -0.924135 -0.525 -1.026 -0.565 0.37
H 3.144706 -0.103709 0.511769 -1.380 -0.098 -0.488 0.32
H 2.380373 0.773272 -0.868690 -0.346 -1.679 0.948 0.28
H -1.424160 -1.365335 -1.289417 -0.063 0.403 -1.425 0.36
H -2.791416 -0.269368 -0.652754 0.202 0.896 -0.676 0.34
H -2.636330 -1.872224 -0.220015 0.986 0.641 0.698 0.34
H -1.216727 2.279789 0.244101 -0.597 -0.580 0.696 0.42
H 0.341943 2.269084 0.887618 1.807 1.350 2.563 0.43
H -0.061697 2.589354 -0.719055 1.430 0.639 -2.534 0.38
H 0.391050 -2.310715 0.943237 -0.730 0.119 -0.196 0.22

[6]
18
Properties=species:S:1:pos:R:3:forces:R:3:mulliken_charge:R:1 method="wB97M-V/def2-TZVPD" total_charge=+1 smiles="C=C/C(NC)=[NH+]/C" total_energy_ha=-306.30067 lumo_energy_ev=-3.01 molar_mass_g_mol=99.157
C -2.069617 -1.415259 0.344643 1.476 -0.352 0.157 -0.44
C -1.497456 -0.758279 -0.666087 4.185 -0.094 4.096 -0.73
C 0.124023 -0.172477 -0.369771 -3.871 -2.408 -0.393 0.64
N 0.317325 1.099053 -0.267300 -0.824 0.301 1.101 -0.19
C -0.811906 1.990807 0.063384 0.493 2.684 0.560 -0.85
N 1.092270 -1.022074 -0.131996 -0.976 -0.785 -1.079 -0.13
C 2.433805 -0.535000 0.135743 -0.488 -0.185 -2.794 -1.09
H -3.043860 -1.778554 0.411616 -1.929 -0.154 -1.112 0.35
H -1.654260 -1.843780 1.265853 1.000 0.982 -0.313 0.26
H -1.928366 -0.498539 -1.559933 -0.875 0.790 -1.917 0.50
H 1.236996 1.295395 0.101176 -0.078 0.873 -0.096 0.24
H -0.704344 2.540383 1.126523 0.024 -1.432 -2.549 0.27
H -0.752620 2.706924 -0.766017 -0.375 0.544 0.731 0.32
H -1.817042 1.569321 -0.007707 0.609 -0.558 0.187 0.41
H 0.717475 -1.957834 -0.086558 0.964 -0.460 -0.112 0.27
H 2.752776 0.110149 -0.699943 -0.574 0.646 0.591 0.35
H 3.239470 -1.194995 0.034923 0.526 -1.982 0.468 0.35
H 2.365329 -0.135241 1.071458 0.715 1.591 2.475 0.45

Energy relative to the best compared isomer or geometry (same formula, charge and spin) for the records above, in order: 64.52 140.20 42.86 119.27 62.04 51.96 kcal per mole